Below is a cluster of 10 separate species, ClH18O9 in total, with properties calculated with wB97M-V/def2-TZVPD.

Each line ends with the Löwdin charge.
CARTESIAN COORDINATES (ANGSTROEM)
1 Cl 0.0709 0.3617 0.1516  0.12
2 O -2.6967 2.4066 -0.9181  -0.08
3 H -2.3532 1.7948 -0.2543  -0.02
4 H -2.5472 1.9147 -1.7384  0.00
5 O 1.2703 2.9446 1.9183  -0.09
6 H 0.9459 2.8965 2.8222  0.02
7 H 0.8029 2.2241 1.4647  -0.08
8 O -1.6501 0.0674 -2.5502  -0.11
9 H -2.3759 -0.5297 -2.3329  0.04
10 H -1.1436 0.1318 -1.7126  -0.10
11 O 2.7324 -0.4160 2.5168  -0.08
12 H 2.6687 -0.0262 1.6342  -0.01
13 H 2.6840 -1.3668 2.3596  0.01
14 O 0.9401 2.9299 -1.7992  -0.10
15 H 0.6286 2.2963 -1.1296  -0.07
16 H 0.2480 2.9010 -2.4674  0.02
17 O 3.0371 -0.3003 -0.8122  -0.11
18 H 2.1103 -0.3515 -0.5243  -0.10
19 H 3.0045 0.3418 -1.5295  0.03
20 O -1.2703 -2.9526 -0.3949  -0.08
21 H -0.6537 -3.5863 -0.7769  0.05
22 H -0.8367 -2.0924 -0.5255  -0.02
23 O 1.0293 -2.9123 1.5947  -0.07
24 H 0.5196 -2.1225 1.3580  -0.02
25 H 0.4922 -3.6388 1.2690  0.02
26 O -2.9396 -0.8811 0.7720  -0.10
27 H -2.1746 -0.2871 0.6893  -0.08
28 H -2.5430 -1.7477 0.9157  0.00

Calculated values
- ΔE to the lowest compared entry with this formula, charge and spin (kJ/mol) = 2.3
- Kohn-Sham gap (eV) = 9.9965
- E_HOMO (eV) = -7.2862
- charge = -1



Below is a structure of composition C13H24AsN3O6STi, with properties calculated with wB97M-V/def2-TZVPD.

Each line ends with the Löwdin charge.
CARTESIAN COORDINATES (ANGSTROEM)
1 Ti -0.0325 -1.5731 0.0779  0.82
2 O -1.2354 -0.0596 -0.3741  -0.50
3 C -2.4654 -0.2107 -0.9897  -0.43
4 C -2.5586 -1.6028 -1.6292  -0.19
5 N -2.0321 -2.5178 -0.6155  -0.25
6 C -2.9639 -2.6838 0.4957  -0.11
7 C -2.1830 -2.9493 1.7829  -0.64
8 O -2.7684 -3.4504 2.7458  -0.02
9 O -0.9676 -2.5592 1.7407  -0.13
10 C -1.7111 -3.8320 -1.1646  -0.11
11 C -0.3912 -3.7366 -1.9343  -0.64
12 O -0.2767 -4.2926 -3.0231  0.00
13 O 0.4925 -3.0282 -1.3288  -0.11
14 H -0.6396 0.3590 -2.6695  -0.05
15 H -3.2952 -0.0582 -0.2690  0.09
16 H -2.5784 0.5323 -1.7920  0.03
17 H -3.5701 -1.9104 -1.9476  0.12
18 H -1.9068 -1.6106 -2.5067  0.08
19 H -3.5058 -1.7560 0.6709  0.11
20 H -3.6951 -3.4743 0.2904  0.12
21 H -1.5700 -4.5315 -0.3360  0.13
22 H -2.5071 -4.2088 -1.8189  0.12
23 C -0.3221 3.2351 3.9428  -0.29
24 As 0.1131 2.5102 2.1951  0.62
25 C 1.8070 3.2661 1.6365  -0.27
26 C -1.2406 3.0679 0.9396  -0.26
27 S 0.2146 0.4643 2.2802  0.25
28 H -0.3899 4.3247 3.9569  0.02
29 H 0.4549 2.8957 4.6247  0.02
30 H -1.2727 2.7890 4.2264  0.02
31 H 1.7973 4.3556 1.5748  0.02
32 H 2.0126 2.8351 0.6568  0.02
33 H 2.5556 2.9312 2.3522  0.03
34 H -1.3316 4.1523 0.8544  0.02
35 H -2.1758 2.6265 1.2775  0.03
36 H -0.9665 2.6220 -0.0196  0.03
37 C 4.6417 1.5348 -0.7427  -0.05
38 N 3.4812 0.8410 -1.2338  -0.15
39 C 3.0628 0.7291 -2.5529  -0.10
40 C 1.9110 0.0012 -2.5197  -0.19
41 N 1.6225 -0.3461 -1.2246  0.02
42 C 2.5813 0.1535 -0.4892  -0.19
43 H 5.1647 1.9863 -1.5846  0.08
44 H 5.3261 0.8495 -0.2378  0.08
45 H 4.3680 2.3282 -0.0423  0.07
46 H 3.6198 1.1684 -3.3635  0.09
47 H 1.2909 -0.3361 -3.3272  0.03
48 H 2.6424 0.0442 0.5827  0.10
49 O 1.3932 -1.8751 0.8321  -0.49

Calculated values
- ΔE to the lowest compared entry with this formula, charge and spin (kJ/mol) = 436.8
- Kohn-Sham gap (eV) = 3.0762
- E_HOMO (eV) = 1.2230
- charge = -2



Below is a cluster of 3 separate species, C4H13NO in total, with properties calculated with wB97M-V/def2-TZVPD.

Each line ends with the Löwdin charge.
CARTESIAN COORDINATES (ANGSTROEM)
1 C 0.3794 -1.3715 0.7736  0.02
2 C -1.7834 0.2816 -1.0901  -0.13
3 C -1.1396 1.6835 0.8060  -0.13
4 N -0.8131 0.5527 -0.0445  -0.26
5 H -2.7431 0.0217 -0.6375  0.08
6 H -1.2647 2.6187 0.2433  0.07
7 H -2.0725 1.4841 1.3381  0.08
8 H 0.6974 -2.3826 0.5601  0.01
9 H 0.8879 -0.9624 1.6372  0.03
10 H -0.6556 -1.4918 1.0744  0.03
11 H -1.4404 -0.5646 -1.6856  0.08
12 H -1.9483 1.1417 -1.7531  0.07
13 H -0.3395 1.8185 1.5340  0.07
14 C 1.8387 -0.8376 -0.6628  -0.15
15 O 2.9102 -0.9629 0.2498  -0.14
16 H 3.3438 -0.2857 0.7790  0.09
17 H 2.0982 -1.4740 -1.5167  0.08
18 H 1.9002 0.1251 -1.1970  0.07
19 H 0.1443 0.6054 -0.4082  0.05

Calculated values
- ΔE to the lowest compared entry with this formula, charge and spin (kJ/mol) = 496.6
- Kohn-Sham gap (eV) = 8.5983
- E_HOMO (eV) = -7.7736
- charge = 0



Below is an isolated molecule of C5H13FNO2P, with properties calculated with wB97M-V/def2-TZVPD.

Each line ends with the Löwdin charge.
CARTESIAN COORDINATES (ANGSTROEM)
1 C 1.8839 -0.4563 0.3534  -0.11
2 C 1.0474 2.6999 -0.6839  -0.12
3 C -0.8380 -1.4661 1.1463  -0.26
4 C -0.4934 -1.3774 -0.3225  -0.34
5 C 0.6679 -0.2930 -0.6314  -0.31
6 N -2.2646 -1.4981 1.2162  0.00
7 O -0.8057 1.3295 -1.9216  -0.16
8 O -1.2010 1.5876 0.6201  -0.30
9 F -0.0820 -2.6004 -0.8667  -0.03
10 P -0.2036 1.3596 -0.4635  0.54
11 H 2.9025 -0.0703 -0.1265  0.12
12 H 2.1098 -1.4897 0.5457  0.06
13 H 1.6715 -0.0446 1.3279  0.05
14 H 1.6970 2.4172 -1.4132  0.01
15 H 0.4454 3.4805 -1.1582  0.06
16 H 1.6343 2.9814 0.1624  0.05
17 H -0.5802 -2.5064 1.4628  0.14
18 H -0.2948 -0.7050 1.8112  0.13
19 H -1.4116 -1.1438 -0.9705  0.15
20 H 0.9949 -0.4810 -1.6850  0.13
21 H -2.5600 -1.9365 2.0126  0.03
22 H -1.5783 0.7760 -1.7084  0.07
23 H -2.7413 -0.5631 1.2929  0.10

Calculated values
- ΔE to the lowest compared entry with this formula, charge and spin (kJ/mol) = 0.0
- Kohn-Sham gap (eV) = 10.3126
- E_HOMO (eV) = -9.5290
- charge = 0



Below is a cluster of 10 separate species, C24H27BCl36F2O4 in total, with properties calculated with wB97M-V/def2-TZVPD.

Each line ends with the Löwdin charge.
CARTESIAN COORDINATES (ANGSTROEM)
1 C 1.3384 -0.8006 0.9886  -0.14
2 C 0.4138 -1.9462 0.2946  -0.23
3 C -1.0948 -1.9315 0.8208  -0.16
4 C -2.0497 -0.9092 0.0024  -0.17
5 O -1.3751 0.3739 -0.0036  -0.13
6 C -2.2187 1.4427 -0.4973  -0.39
7 C -2.7125 2.1262 0.8903  -0.06
8 C -1.5267 2.9860 1.5405  -0.15
9 C -1.3898 2.8410 3.1212  -0.20
10 F -2.5550 3.3873 3.7724  -0.16
11 C -1.2978 2.3699 -1.4624  0.00
12 C -1.3462 1.7624 -2.9685  -0.17
13 C -1.5115 2.8593 -4.1243  -0.13
14 C -0.3378 2.8950 -5.2122  -0.15
15 C 1.0007 3.5971 -4.6250  -0.17
16 F 1.8852 2.6745 -3.9757  -0.08
17 B -0.4226 0.4453 -3.2027  -0.40
18 C -0.6776 -0.5618 -4.4498  -0.02
19 O 0.6572 0.2226 -2.2526  0.06
20 C -2.8379 1.1143 -2.8192  -0.32
21 O -3.6164 0.7371 -3.7197  0.02
22 O -3.2469 1.0318 -1.4371  0.00
23 H 0.9748 -0.5538 2.0531  0.05
24 H 1.1179 0.1552 0.3779  0.06
25 H 2.4463 -1.0725 0.9481  0.06
26 H 0.9178 -2.9420 0.5715  0.06
27 H 0.4282 -1.8889 -0.8445  0.10
28 H -1.5370 -2.9819 0.6605  0.11
29 H -1.1804 -1.7003 1.9396  0.11
30 H -2.3014 -1.3205 -1.0316  0.13
31 H -3.0482 -0.8003 0.5746  0.13
32 H -3.7063 2.6708 0.7904  0.08
33 H -2.9043 1.2430 1.6108  0.11
34 H -0.5093 2.6608 1.1031  0.12
35 H -1.7535 4.0903 1.3038  0.09
36 H -1.2009 1.7801 3.4893  0.08
37 H -0.4802 3.4605 3.4683  0.10
38 H -1.9708 3.3050 -1.5797  0.13
39 H -0.2835 2.6268 -1.0211  0.13
40 H -1.5047 3.8955 -3.6100  0.12
41 H -2.5203 2.8128 -4.6747  0.12
42 H -0.1287 1.9046 -5.7335  0.11
43 H -0.6944 3.6154 -6.0436  0.10
44 H 1.5395 4.1252 -5.4961  0.07
45 H 0.6340 4.4477 -3.9427  0.12
46 H -1.2293 -1.5158 -4.1604  0.09
47 H 0.3590 -0.7850 -4.9115  0.09
48 H -1.2582 0.0055 -5.2558  0.07
49 H 1.3622 -0.2628 -2.7417  0.11
50 C 3.4494 -1.3458 4.6475  -2.00
51 Cl 4.9971 -0.6989 4.0632  0.52
52 Cl 2.8141 -2.5128 3.4701  0.53
53 Cl 3.6974 -2.1527 6.2101  0.49
54 Cl 2.2863 -0.0180 4.8495  0.51
55 C 4.4755 -5.9101 1.1880  -2.00
56 Cl 5.8302 -5.0341 0.4436  0.52
57 Cl 2.9414 -5.1677 0.6830  0.51
58 Cl 4.5097 -7.6077 0.6670  0.46
59 Cl 4.6196 -5.8306 2.9573  0.51
60 C 2.8015 -11.2045 0.8396  -2.00
61 Cl 4.3527 -10.5606 0.2572  0.45
62 Cl 2.1649 -12.3688 -0.3407  0.53
63 Cl 3.0467 -12.0160 2.4000  0.53
64 Cl 1.6454 -9.8715 1.0398  0.52
65 C 3.8061 -1.1537 10.3807  -2.03
66 Cl 3.6366 -2.7401 9.5981  0.50
67 Cl 5.0624 -1.2431 11.6332  0.52
68 Cl 4.2648 0.0596 9.1674  0.51
69 Cl 2.2603 -0.6928 11.1240  0.52
70 C 1.4750 6.0919 -8.4986  -2.02
71 Cl 1.9219 4.4042 -8.8264  0.52
72 Cl 0.5530 6.7384 -9.8717  0.52
73 Cl 0.4781 6.1643 -7.0294  0.53
74 Cl 2.9456 7.0594 -8.2639  0.52
75 C -3.0726 0.5045 6.2418  -2.02
76 Cl -3.7210 0.2416 4.6088  0.53
77 Cl -1.3036 0.6619 6.1610  0.51
78 Cl -3.7686 1.9885 6.9244  0.53
79 Cl -3.4955 -0.8774 7.2747  0.52
80 C -6.1572 3.5303 -2.2378  -2.00
81 Cl -4.7948 4.3746 -3.0074  0.53
82 Cl -7.6838 4.2828 -2.7483  0.52
83 Cl -6.1441 1.8244 -2.7227  0.59
84 Cl -6.0025 3.6471 -0.4713  0.53
85 C -2.5694 6.9388 3.5298  -2.02
86 Cl -3.4692 6.2112 4.8749  0.53
87 Cl -2.6134 8.7089 3.6728  0.52
88 Cl -0.8840 6.3827 3.5800  0.54
89 Cl -3.3101 6.4510 1.9900  0.52
90 C 4.4616 -8.1905 -3.7970  -2.01
91 Cl 5.1418 -9.2345 -5.0633  0.52
92 Cl 5.5266 -6.7905 -3.5477  0.51
93 Cl 2.8514 -7.6284 -4.2943  0.52
94 Cl 4.3263 -9.1076 -2.2817  0.45

Calculated values
- Kohn-Sham gap (eV) = 9.7806
- E_HOMO (eV) = -9.8524
- charge = 0



Q: What is the formula in the third record?
A: C4H13NO



Please write out number 1 again, unchanged.
Below is a cluster of 10 separate species, ClH18O9 in total, with properties calculated with wB97M-V/def2-TZVPD.

Each line ends with the Löwdin charge.
CARTESIAN COORDINATES (ANGSTROEM)
1 Cl 0.0709 0.3617 0.1516  0.12
2 O -2.6967 2.4066 -0.9181  -0.08
3 H -2.3532 1.7948 -0.2543  -0.02
4 H -2.5472 1.9147 -1.7384  0.00
5 O 1.2703 2.9446 1.9183  -0.09
6 H 0.9459 2.8965 2.8222  0.02
7 H 0.8029 2.2241 1.4647  -0.08
8 O -1.6501 0.0674 -2.5502  -0.11
9 H -2.3759 -0.5297 -2.3329  0.04
10 H -1.1436 0.1318 -1.7126  -0.10
11 O 2.7324 -0.4160 2.5168  -0.08
12 H 2.6687 -0.0262 1.6342  -0.01
13 H 2.6840 -1.3668 2.3596  0.01
14 O 0.9401 2.9299 -1.7992  -0.10
15 H 0.6286 2.2963 -1.1296  -0.07
16 H 0.2480 2.9010 -2.4674  0.02
17 O 3.0371 -0.3003 -0.8122  -0.11
18 H 2.1103 -0.3515 -0.5243  -0.10
19 H 3.0045 0.3418 -1.5295  0.03
20 O -1.2703 -2.9526 -0.3949  -0.08
21 H -0.6537 -3.5863 -0.7769  0.05
22 H -0.8367 -2.0924 -0.5255  -0.02
23 O 1.0293 -2.9123 1.5947  -0.07
24 H 0.5196 -2.1225 1.3580  -0.02
25 H 0.4922 -3.6388 1.2690  0.02
26 O -2.9396 -0.8811 0.7720  -0.10
27 H -2.1746 -0.2871 0.6893  -0.08
28 H -2.5430 -1.7477 0.9157  0.00

Calculated values
- ΔE to the lowest compared entry with this formula, charge and spin (kJ/mol) = 2.3
- Kohn-Sham gap (eV) = 9.9965
- E_HOMO (eV) = -7.2862
- charge = -1